Record 1
8 unconnected molecules or ions with the total composition C16H48O16 at a distorted geometry. Source: OMol25; level of theory: the ωB97M-V functional and the def2-TZVPD basis.

Multiplicity: 2
Highest occupied orbital energy (spin up / spin down) in eV: -11.99 / -11.99
LUMO energy (spin up / spin down) in eV: -2.676 / -9.359
Net charge: +1
<S²>: 0.76

Bonds (Å) are listed after each position.
Geometry (Å):
1 C -1.370 -3.056 -3.465  C2 1.536, O4 1.439, H5 1.090, H6 1.090
2 C -2.460 -2.094 -3.962  C1 1.536, O3 1.398, H7 1.090, H8 1.090
3 O -1.837 -0.887 -4.291  C2 1.398, H9 0.960
4 O -0.831 -2.705 -2.178  C1 1.439, H10 0.960
5 H -0.568 -3.214 -4.186  C1 1.090
6 H -1.727 -4.079 -3.350  C1 1.090
7 H -3.218 -1.905 -3.202  C2 1.090
8 H -2.871 -2.455 -4.905  C2 1.090
9 H -1.261 -0.673 -3.553  O3 0.960
10 H -1.546 -2.984 -1.601  O4 0.960
11 C 1.690 -3.557 1.370  C12 1.517, O14 1.455, H15 1.090, H16 1.090
12 C 2.310 -3.394 2.745  C11 1.517, O13 1.410, H17 1.090, H18 1.090
13 O 3.683 -3.088 2.841  C12 1.410, H19 0.960
14 O 1.877 -2.365 0.558  C11 1.455, H20 0.960
15 H 0.622 -3.727 1.509  C11 1.090
16 H 2.245 -4.377 0.915  C11 1.090
17 H 2.117 -4.273 3.359  C12 1.090
18 H 1.868 -2.554 3.281  C12 1.090
19 H 4.193 -3.695 2.300  O13 0.960
20 H 2.773 -2.019 0.567  O14 0.960
21 C -5.786 -1.789 4.247  C22 1.544, O24 1.442, H25 1.090, H26 1.090
22 C -4.281 -1.518 4.031  C21 1.544, O23 1.408, H27 1.090, H28 1.090
23 O -3.928 -1.290 2.687  C22 1.408, H29 0.960
24 O -5.964 -3.164 3.854  C21 1.442, H30 0.960
25 H -6.470 -1.154 3.684  C21 1.090
26 H -6.038 -1.689 5.302  C21 1.090
27 H -3.611 -2.306 4.376  C22 1.090
28 H -4.023 -0.657 4.647  C22 1.090
29 H -2.979 -1.147 2.700  O23 0.960
30 H -5.823 -3.260 2.909  O24 0.960
31 C -1.291 4.872 -1.936  C32 1.562, O34 1.432, H35 1.090, H36 1.090
32 C -0.709 6.267 -2.331  C31 1.562, O33 1.425, H37 1.090, H38 1.090
33 O -1.714 7.278 -2.315  C32 1.425, H39 0.960
34 O -2.029 4.120 -2.905  C31 1.432, H40 0.960
35 H -1.838 4.981 -0.999  C31 1.090
36 H -0.404 4.329 -1.611  C31 1.090
37 H -0.191 6.341 -3.288  C32 1.090
38 H 0.052 6.500 -1.586  C32 1.090
39 H -1.833 7.613 -1.423  O33 0.960
40 H -1.488 4.107 -3.698  O34 0.960
41 C -0.706 0.676 -1.180  C42 1.559, O44 1.408, H45 1.090, H46 1.090
42 C -1.005 -0.134 0.119  C41 1.559, O43 1.414, H47 1.090, H48 1.090
43 O 0.225 -0.284 0.799  C42 1.414, H49 0.960
44 O -0.006 -0.049 -2.163  C41 1.408, H50 0.960
45 H -0.178 1.602 -0.953  C41 1.090
46 H -1.699 1.059 -1.414  C41 1.090
47 H -1.366 -1.102 -0.228  C42 1.090
48 H -1.807 0.276 0.733  C42 1.090
49 H 0.909 -0.779 0.343  O43 0.960
50 H -0.276 -0.970 -2.147  O44 0.960
51 C -0.814 -1.165 5.613  C52 1.576, O54 1.420, H55 1.090, H56 1.090
52 C -0.547 -0.544 4.189  C51 1.576, O53 1.369, H57 1.090, H58 1.090
53 O -1.020 -1.304 3.153  C52 1.369, H59 0.960
54 O -0.199 -2.444 5.643  C51 1.420, H60 0.960
55 H -1.845 -1.157 5.967  C51 1.090
56 H -0.314 -0.521 6.337  C51 1.090
57 H 0.534 -0.482 4.068  C52 1.090
58 H -0.829 0.509 4.168  C52 1.090
59 H -0.580 -1.017 2.350  O53 0.960
60 H -0.624 -2.987 4.974  O54 0.960
61 C 2.884 4.659 -1.996  C62 1.541, O64 1.419, H65 1.090, H66 1.090
62 C 2.689 3.280 -1.335  C61 1.541, O63 1.441, H67 1.090, H68 1.090
63 O 3.973 2.764 -0.931  C62 1.441, H69 0.960
64 O 3.156 5.607 -0.976  C61 1.419, H70 0.960
65 H 2.012 4.918 -2.597  C61 1.090
66 H 3.760 4.653 -2.645  C61 1.090
67 H 2.363 2.623 -2.142  C62 1.090
68 H 2.109 3.130 -0.424  C62 1.090
69 H 3.969 2.861 0.024  O63 0.960
70 H 4.095 5.528 -0.790  O64 0.960
71 C 3.091 -1.293 -3.286  C72 1.534, O74 1.415, H75 1.090, H76 1.090
72 C 3.685 -0.378 -2.207  C71 1.534, O73 1.448, H77 1.090, H78 1.090
73 O 4.021 -0.991 -0.939  C72 1.448, H79 0.960
74 O 4.061 -2.064 -3.970  C71 1.415, H80 0.960
75 H 2.471 -0.719 -3.974  C71 1.090
76 H 2.280 -1.912 -2.902  C71 1.090
77 H 2.950 0.341 -1.846  C72 1.090
78 H 4.551 0.163 -2.588  C72 1.090
79 H 4.879 -1.396 -1.080  O73 0.960
80 H 3.807 -2.291 -4.867  O74 0.960

Löwdin population analysis, charges in e, atoms 1 to 2:
1. C -0.191
2. C -0.218



Record 2
8 unconnected molecules or ions with the total composition C16H48O8 at a distorted geometry. Source: OMol25; level of theory: the ωB97M-V functional and the def2-TZVPD basis.

Multiplicity: 2
Highest occupied orbital energy (spin up / spin down) in eV: -11.61 / -11.61
LUMO energy (spin up / spin down) in eV: -2.634 / -9.371
Net charge: +1
<S²>: 0.75

Bonds (Å) are listed after each position.
Geometry (Å):
1 C 0.706 0.482 -0.626  C2 1.491, H4 1.090, H5 1.090, H6 1.090
2 C 0.019 -0.121 0.551  C1 1.491, O3 1.364, H7 1.090, H8 1.090
3 O 0.860 -0.337 1.603  C2 1.364, H9 0.960
4 H 1.245 -0.310 -1.146  C1 1.090
5 H 1.546 1.113 -0.335  C1 1.090
6 H 0.029 0.917 -1.361  C1 1.090
7 H -0.279 -1.121 0.237  C2 1.090
8 H -0.901 0.390 0.835  C2 1.090
9 H 0.357 -0.501 2.404  O3 0.960
10 C -5.778 -0.134 1.478  C11 1.521, H13 1.090, H14 1.090, H15 1.090
11 C -4.962 -1.399 1.261  C10 1.521, O12 1.440, H16 1.090, H17 1.090
12 O -3.649 -0.968 0.856  C11 1.440, H18 0.960
13 H -5.547 0.623 0.728  C10 1.090
14 H -5.532 0.340 2.429  C10 1.090
15 H -6.855 -0.288 1.410  C10 1.090
16 H -5.399 -1.969 0.441  C11 1.090
17 H -4.922 -2.042 2.140  C11 1.090
18 H -3.058 -1.192 1.579  O12 0.960
19 C -3.744 0.693 -1.964  C20 1.542, H22 1.090, H23 1.090, H24 1.090
20 C -3.902 -0.773 -2.414  C19 1.542, O21 1.378, H25 1.090, H26 1.090
21 O -2.937 -1.520 -1.774  C20 1.378, H27 0.960
22 H -3.774 0.705 -0.875  C19 1.090
23 H -4.609 1.288 -2.257  C19 1.090
24 H -2.913 1.260 -2.385  C19 1.090
25 H -3.820 -0.948 -3.487  C20 1.090
26 H -4.868 -1.134 -2.060  C20 1.090
27 H -3.007 -1.313 -0.840  O21 0.960
28 C -2.759 0.232 4.038  C29 1.516, H31 1.090, H32 1.090, H33 1.090
29 C -1.675 -0.802 4.269  C28 1.516, O30 1.455, H34 1.090, H35 1.090
30 O -1.735 -1.939 3.363  C29 1.455, H36 0.960
31 H -3.043 0.905 4.846  C28 1.090
32 H -3.645 -0.374 3.847  C28 1.090
33 H -2.405 0.785 3.168  C28 1.090
34 H -1.670 -1.194 5.286  C29 1.090
35 H -0.700 -0.317 4.231  C29 1.090
36 H -0.983 -2.498 3.572  O30 0.960
37 C -0.360 -1.460 -4.100  C38 1.596, H40 1.090, H41 1.090, H42 1.090
38 C 0.660 -0.744 -5.098  C37 1.596, O39 1.406, H43 1.090, H44 1.090
39 O 1.675 -0.143 -4.332  C38 1.406, H45 0.960
40 H -0.055 -2.486 -3.894  C37 1.090
41 H -1.351 -1.545 -4.546  C37 1.090
42 H -0.495 -0.922 -3.162  C37 1.090
43 H 0.218 -0.049 -5.811  C38 1.090
44 H 1.183 -1.498 -5.686  C38 1.090
45 H 2.421 -0.075 -4.931  O39 0.960
46 C 5.630 2.079 2.990  C47 1.503, H49 1.090, H50 1.090, H51 1.090
47 C 4.671 1.007 2.554  C46 1.503, O48 1.427, H52 1.090, H53 1.090
48 O 3.378 1.252 3.106  C47 1.427, H54 0.960
49 H 6.617 1.648 2.823  C46 1.090
50 H 5.510 2.328 4.045  C46 1.090
51 H 5.619 3.018 2.436  C46 1.090
52 H 5.058 0.022 2.816  C47 1.090
53 H 4.740 0.923 1.470  C47 1.090
54 H 2.752 0.698 2.635  O48 0.960
55 C 3.369 4.130 0.645  C56 1.512, H58 1.090, H59 1.090, H60 1.090
56 C 2.203 4.849 0.006  C55 1.512, O57 1.402, H61 1.090, H62 1.090
57 O 2.167 6.220 0.294  C56 1.402, H63 0.960
58 H 3.171 3.076 0.841  C55 1.090
59 H 3.648 4.653 1.560  C55 1.090
60 H 4.262 4.193 0.023  C55 1.090
61 H 1.264 4.430 0.371  C56 1.090
62 H 2.200 4.665 -1.068  C56 1.090
63 H 1.332 6.550 -0.046  O57 0.960
64 C 2.210 -3.199 -1.530  C65 1.479, H67 1.090, H68 1.090, H69 1.090
65 C 3.105 -3.847 -2.512  C64 1.479, O66 1.394, H70 1.090, H71 1.090
66 O 2.731 -5.180 -2.670  C65 1.394, H72 0.960
67 H 2.068 -3.739 -0.594  C64 1.090
68 H 1.268 -2.886 -1.981  C64 1.090
69 H 2.627 -2.267 -1.148  C64 1.090
70 H 4.164 -3.623 -2.383  C65 1.090
71 H 2.876 -3.438 -3.496  C65 1.090
72 H 1.771 -5.180 -2.676  O66 0.960

Löwdin population analysis, charges in e, atoms 1 to 2:
1. C -0.057
2. C -0.371



Record 3
8 unconnected molecules or ions with the total composition C16H48O8S8 at a distorted geometry. Source: OMol25; level of theory: the ωB97M-V functional and the def2-TZVPD basis.

Multiplicity: 1
Highest occupied orbital energy in eV: -8.75
LUMO energy in eV: 0.173
Net charge: 0

Bonds (Å) are listed after each position.
Geometry (Å):
1 C -4.121 3.186 -8.919  S2 1.845, H5 1.090, H6 1.090, H7 1.090
2 S -5.291 3.909 -7.689  C1 1.845, O3 1.494, C4 1.809
3 O -4.334 4.576 -6.756  S2 1.494
4 C -6.039 5.185 -8.731  S2 1.809, H8 1.090, H9 1.090, H10 1.090
5 H -4.579 2.622 -9.732  C1 1.090
6 H -3.380 2.717 -8.271  C1 1.090
7 H -3.676 4.073 -9.371  C1 1.090
8 H -6.723 5.867 -8.227  C4 1.090
9 H -6.528 4.732 -9.594  C4 1.090
10 H -5.218 5.776 -9.137  C4 1.090
11 C -2.485 -1.503 9.756  S12 1.839, H15 1.090, H16 1.090, H17 1.090
12 S -1.349 -2.922 9.476  C11 1.839, O13 1.551, C14 1.845
13 O -2.320 -4.130 9.532  S12 1.551
14 C -1.059 -2.392 7.733  S12 1.845, H18 1.090, H19 1.090, H20 1.090
15 H -1.986 -0.548 9.594  C11 1.090
16 H -2.852 -1.583 10.779  C11 1.090
17 H -3.337 -1.685 9.099  C11 1.090
18 H -1.919 -1.912 7.266  C14 1.090
19 H -0.576 -3.148 7.113  C14 1.090
20 H -0.399 -1.532 7.849  C14 1.090
21 C -8.022 -2.616 -6.635  S22 1.846, H25 1.090, H26 1.090, H27 1.090
22 S -9.150 -4.063 -6.845  C21 1.846, O23 1.538, C24 1.890
23 O -8.288 -5.282 -6.476  S22 1.538
24 C -10.392 -3.590 -5.501  S22 1.890, H28 1.090, H29 1.090, H30 1.090
25 H -7.655 -2.495 -5.616  C21 1.090
26 H -8.614 -1.804 -7.057  C21 1.090
27 H -7.069 -2.665 -7.163  C21 1.090
28 H -11.075 -4.396 -5.235  C24 1.090
29 H -11.015 -2.793 -5.908  C24 1.090
30 H -9.886 -3.319 -4.575  C24 1.090
31 C 2.728 2.126 -5.187  S32 1.921, H35 1.090, H36 1.090, H37 1.090
32 S 3.148 3.919 -4.640  C31 1.921, O33 1.517, C34 1.850
33 O 4.655 3.925 -4.814  S32 1.517
34 C 2.586 4.734 -6.203  S32 1.850, H38 1.090, H39 1.090, H40 1.090
35 H 3.594 1.825 -5.776  C31 1.090
36 H 1.833 2.030 -5.801  C31 1.090
37 H 2.570 1.492 -4.314  C31 1.090
38 H 1.510 4.755 -6.375  C34 1.090
39 H 3.101 4.249 -7.032  C34 1.090
40 H 2.892 5.780 -6.174  C34 1.090
41 C 2.087 3.714 9.356  S42 1.908, H45 1.090, H46 1.090, H47 1.090
42 S 3.474 3.638 8.048  C41 1.908, O43 1.518, C44 1.868
43 O 3.297 2.269 7.415  S42 1.518
44 C 2.692 4.840 6.850  S42 1.868, H48 1.090, H49 1.090, H50 1.090
45 H 2.030 4.728 9.752  C41 1.090
46 H 2.285 2.988 10.145  C41 1.090
47 H 1.162 3.537 8.808  C41 1.090
48 H 3.085 4.540 5.878  C44 1.090
49 H 2.935 5.884 7.045  C44 1.090
50 H 1.621 4.670 6.743  C44 1.090
51 C 8.245 -0.799 4.081  S52 1.893, H55 1.090, H56 1.090, H57 1.090
52 S 8.332 1.035 3.619  C51 1.893, O53 1.578, C54 1.896
53 O 9.723 1.137 2.881  S52 1.578
54 C 7.014 1.010 2.257  S52 1.896, H58 1.090, H59 1.090, H60 1.090
55 H 8.696 -0.904 5.068  C51 1.090
56 H 8.687 -1.433 3.313  C51 1.090
57 H 7.252 -1.179 4.318  C51 1.090
58 H 5.990 1.290 2.505  C54 1.090
59 H 6.938 0.035 1.776  C54 1.090
60 H 7.347 1.672 1.457  C54 1.090
61 C -2.117 1.548 -0.923  S62 1.900, H65 1.090, H66 1.090, H67 1.090
62 S -1.150 0.587 0.401  C61 1.900, O63 1.542, C64 1.900
63 O 0.118 -0.074 -0.177  S62 1.542
64 C -0.642 2.041 1.514  S62 1.900, H68 1.090, H69 1.090, H70 1.090
65 H -2.588 0.830 -1.593  C61 1.090
66 H -1.497 2.250 -1.481  C61 1.090
67 H -2.903 2.208 -0.556  C61 1.090
68 H 0.116 2.728 1.139  C64 1.090
69 H -0.149 1.663 2.409  C64 1.090
70 H -1.555 2.519 1.872  C64 1.090
71 C 4.814 -9.373 0.139  S72 1.880, H75 1.090, H76 1.090, H77 1.090
72 S 4.614 -7.691 0.954  C71 1.880, O73 1.546, C74 1.883
73 O 5.639 -6.729 0.310  S72 1.546
74 C 2.907 -7.370 0.225  S72 1.883, H78 1.090, H79 1.090, H80 1.090
75 H 4.098 -10.039 0.622  C71 1.090
76 H 5.826 -9.773 0.206  C71 1.090
77 H 4.579 -9.170 -0.906  C71 1.090
78 H 3.038 -7.465 -0.852  C74 1.090
79 H 2.522 -6.368 0.413  C74 1.090
80 H 2.153 -8.093 0.534  C74 1.090

Löwdin population analysis, charges in e, atoms 1 to 2:
1. C -0.244
2. S 0.799